{
  "formula": "C36H99N9O9",
  "method": "wB97M-V/def2-TZVPD",
  "elements": ["C", "C", "C", "O", "C", "N", "H", "H", "H", "H", "H", "H", "H", "H", "H", "H", "H", "C", "C", "C", "O", "C", "N", "H", "H", "H", "H", "H", "H", "H", "H", "H", "H", "H", "C", "C", "C", "O", "C", "N", "H", "H", "H", "H", "H", "H", "H", "H", "H", "H", "H", "C", "C", "C", "O", "C", "N", "H", "H", "H", "H", "H", "H", "H", "H", "H", "H", "H", "C", "C", "C", "O", "C", "N", "H", "H", "H", "H", "H", "H", "H", "H", "H", "H", "H", "C", "C", "C", "O", "C", "N", "H", "H", "H", "H", "H", "H", "H", "H", "H", "H", "H", "C", "C", "C", "O", "C", "N", "H", "H", "H", "H", "H", "H", "H", "H", "H", "H", "H", "C", "C", "C", "O", "C", "N", "H", "H", "H", "H", "H", "H", "H", "H", "H", "H", "H", "C", "C", "C", "O", "C", "N", "H", "H", "H", "H", "H", "H", "H", "H", "H", "H", "H"],
  "coordinates": [[3.9979, -5.8358, 7.0847], [3.4850, -4.5148, 6.5090], [1.9522, -4.5592, 6.5458], [1.5377, -3.7300, 5.4512], [0.1406, -3.7606, 5.2780], [3.9059, -3.3773, 7.3243], [3.5682, -6.7026, 6.5827], [3.7492, -5.9784, 8.1363], [5.0565, -6.0951, 7.0689], [3.9188, -4.3147, 5.5292], [1.5719, -4.4465, 7.5611], [1.6444, -5.5550, 6.2269], [-0.1643, -3.2821, 4.3473], [-0.4005, -3.0693, 5.9240], [-0.4233, -4.6932, 5.2910], [3.5188, -3.3161, 8.2552], [3.7242, -2.5213, 6.8201], [-1.9284, -1.4541, -8.4925], [-0.9560, -0.3380, -8.1982], [0.2586, -0.6906, -7.2850], [-0.1224, -0.8754, -5.8532], [-0.5244, 0.3356, -5.2245], [-0.4764, 0.1968, -9.4396], [-2.2250, -1.9202, -7.5529], [-1.4355, -2.1684, -9.1519], [-2.7974, -1.0123, -8.9802], [-1.5154, 0.4959, -7.7742], [1.0727, 0.0342, -7.2882], [0.6410, -1.6095, -7.7293], [0.0915, 1.1658, -5.5702], [-0.5090, 0.2966, -4.1353], [-1.5486, 0.4922, -5.5631], [0.4795, 0.5160, -9.3720], [-0.3164, -0.6351, -9.9896], [-2.1478, -0.9627, 4.2094], [-3.2407, -0.7887, 3.2573], [-3.7591, -2.2000, 2.7377], [-4.2265, -3.0587, 3.8135], [-4.6542, -4.3347, 3.3098], [-4.2074, -0.1816, 4.1349], [-1.3398, -1.2634, 3.5424], [-2.2790, -1.5635, 5.1094], [-1.7958, -0.0957, 4.7684], [-3.1724, -0.1304, 2.3913], [-2.9759, -2.6458, 2.1245], [-4.5972, -2.0454, 2.0581], [-3.8558, -4.9312, 2.8682], [-5.4448, -4.2469, 2.5646], [-5.1165, -4.8817, 4.1315], [-4.6464, -0.9675, 4.5928], [-4.9443, 0.2150, 3.5695], [2.4718, 7.5450, 4.4231], [2.2786, 8.1409, 2.9982], [2.7367, 7.3141, 1.7940], [1.9429, 6.1172, 1.6320], [2.4680, 4.9794, 0.9270], [0.8375, 8.2766, 2.7922], [3.5440, 7.6202, 4.6041], [2.1270, 6.5134, 4.4947], [2.0709, 8.0372, 5.3091], [2.7096, 9.1409, 3.0463], [3.7644, 7.0898, 2.0798], [2.8196, 7.9509, 0.9133], [3.0145, 5.4551, 0.1127], [1.6167, 4.4511, 0.4978], [3.0224, 4.2803, 1.5531], [0.6459, 7.3095, 2.5728], [0.6605, 8.8019, 1.9480], [-8.1211, -5.8005, -2.1767], [-7.1263, -5.2287, -3.2217], [-5.8379, -4.4473, -2.7409], [-6.2876, -3.3001, -2.0558], [-5.2365, -2.5670, -1.4611], [-6.7001, -6.3022, -4.1060], [-8.3209, -5.0094, -1.4539], [-7.7158, -6.7051, -1.7233], [-9.0539, -6.1319, -2.6328], [-7.8894, -4.5731, -3.6412], [-5.2328, -4.0489, -3.5552], [-5.2455, -5.0615, -2.0627], [-5.7038, -1.7627, -0.8928], [-4.5670, -1.9477, -2.0580], [-4.5057, -3.1723, -0.9249], [-6.6409, -7.1682, -3.5895], [-7.3836, -6.4009, -4.8430], [3.9186, -2.2024, 3.6469], [4.2996, -0.6657, 3.6523], [5.3562, -0.2442, 2.6405], [6.5508, -0.9853, 2.8216], [7.6694, -0.3156, 2.1572], [3.0196, -0.0560, 3.2526], [4.7115, -2.9119, 3.8840], [3.5698, -2.5065, 2.6600], [3.1704, -2.2724, 4.4364], [4.6666, -0.3494, 4.6288], [5.3647, 0.8395, 2.5235], [4.9897, -0.6324, 1.6902], [7.5614, -0.2626, 1.0739], [8.5883, -0.7756, 2.5207], [7.7666, 0.6839, 2.5811], [2.3103, -0.6683, 3.6295], [2.9942, -0.2245, 2.2570], [-3.1177, 6.4905, -3.8104], [-2.6566, 5.0529, -4.0552], [-1.2250, 4.9893, -4.5465], [-0.2330, 5.5462, -3.7343], [-0.1407, 5.1467, -2.3369], [-2.9903, 4.2724, -2.8412], [-2.8340, 7.1410, -4.6377], [-2.5893, 6.8126, -2.9131], [-4.2024, 6.5824, -3.7561], [-3.2054, 4.6593, -4.9108], [-1.1172, 5.6044, -5.4400], [-0.9307, 4.0188, -4.9462], [-0.4541, 4.1153, -2.1754], [-0.7861, 5.6644, -1.6273], [0.8841, 5.3032, -1.9999], [-2.2842, 4.2635, -2.1192], [-3.8758, 4.6370, -2.5200], [3.4262, 1.9227, -1.2508], [4.4329, 0.9968, -1.9139], [3.8436, -0.4069, -2.1569], [3.2919, -1.0282, -0.9823], [2.7463, -2.3306, -1.2284], [4.9215, 1.6257, -3.1135], [3.0064, 1.6243, -0.2902], [2.5304, 2.1856, -1.8135], [3.9432, 2.8655, -1.0722], [5.2472, 0.8001, -1.2165], [4.6097, -1.0835, -2.5355], [3.0175, -0.4217, -2.8680], [3.2830, -2.9325, -1.9617], [1.6942, -2.2630, -1.5051], [2.8718, -2.9110, -0.3143], [5.4829, 2.4543, -2.9779], [5.4672, 0.8477, -3.4556], [-2.3067, 0.7098, -1.1286], [-1.0229, 1.0035, -0.2504], [-0.1057, -0.2280, 0.1071], [-0.7504, -1.0229, 0.9724], [-0.1476, -2.2599, 1.3993], [-0.2824, 2.1279, -0.8447], [-3.0515, 0.0202, -0.7313], [-2.1140, 0.3630, -2.1438], [-2.8512, 1.6529, -1.1753], [-1.3310, 1.4326, 0.7030], [0.8464, 0.0720, 0.5448], [0.2045, -0.7795, -0.7805], [-0.6804, -2.9851, 2.0144], [0.8508, -2.1789, 1.8290], [-0.1287, -2.8421, 0.4780], [0.6311, 2.2277, -0.4256], [-0.0560, 1.6007, -1.6759]],
  "forces_ev_per_angstrom": [[0.259, -0.976, 0.214], [-0.118, 0.028, 2.023], [0.971, -1.480, -2.743], [-1.073, -0.072, 1.153], [-1.297, 1.580, -0.610], [1.231, 0.366, -0.297], [-0.388, 0.128, -0.229], [-0.363, 0.331, 0.179], [0.318, 0.908, -0.317], [-0.557, -0.330, -0.153], [-0.268, 0.937, -0.059], [-0.196, -0.422, 0.215], [0.742, -0.249, -0.568], [0.235, -0.100, 0.972], [0.764, -0.622, 0.247], [-0.242, -0.220, -0.122], [-0.064, 0.127, 0.176], [0.273, 0.258, 0.617], [0.453, 1.431, 1.434], [-1.780, -0.239, 1.541], [1.050, -0.570, -1.424], [-0.492, -0.191, -1.232], [0.742, -0.619, -1.595], [-0.097, -0.205, -0.147], [-0.187, -0.308, 0.005], [-0.028, -0.255, -0.095], [-0.079, -0.123, 0.601], [-0.188, 0.414, -0.308], [0.221, -0.424, 0.728], [0.137, 0.225, 0.098], [0.227, -0.499, -0.130], [-0.226, 0.572, 0.373], [0.153, 0.683, 0.407], [-0.171, -0.138, -0.863], [3.673, 0.082, -0.265], [-2.562, -1.394, 0.956], [0.012, 0.720, 0.220], [0.590, 0.027, -1.076], [-0.308, 0.505, 0.382], [-2.223, 0.660, -0.140], [0.869, -0.605, 0.847], [-0.655, -1.080, -0.763], [-0.234, 0.881, -0.880], [1.057, -0.206, 0.016], [0.212, -0.441, 0.226], [-0.245, 0.195, -0.117], [0.288, 0.131, 0.079], [-0.027, 0.338, -0.289], [0.295, 0.046, 0.201], [-0.285, -0.010, 0.603], [-0.461, 0.245, -0.001], [1.207, -0.376, -0.656], [-2.130, 0.252, 0.876], [2.045, -0.980, 1.253], [-0.158, 0.786, 0.837], [-0.308, 1.624, -0.325], [-0.437, 0.253, 0.626], [0.301, -0.656, 0.104], [0.211, -0.111, -0.209], [-0.644, 0.658, -0.690], [0.382, -0.055, -0.539], [0.474, -0.742, -0.484], [-0.554, -0.139, -0.331], [0.603, -0.853, -0.240], [-0.072, 0.053, 0.094], [0.315, 0.294, 0.036], [-1.167, -0.098, -0.132], [-0.084, 0.050, -0.243], [1.210, 0.118, 0.638], [-0.271, -0.248, 0.730], [-1.865, 0.176, 0.052], [0.292, 0.489, 0.510], [-0.003, 0.890, 0.254], [-0.007, 0.470, -0.721], [-0.155, -0.289, 0.333], [0.157, 0.109, 0.545], [0.008, 0.317, -0.337], [1.037, 0.678, -1.213], [0.064, -0.821, -0.496], [0.216, -0.286, -0.072], [-0.109, -0.489, 0.760], [-0.145, -0.325, -1.447], [-0.449, -0.322, 0.637], [-0.046, -0.122, -0.068], [0.091, -0.340, -0.100], [1.588, 0.802, 0.565], [-0.272, -1.537, -0.552], [-1.214, -1.923, -0.965], [1.525, 1.587, -0.153], [-0.692, -0.210, 1.706], [0.655, 0.843, 0.355], [0.334, 0.181, 0.188], [-0.393, 0.218, 0.063], [-0.265, -0.446, -0.361], [-0.433, 0.015, 0.280], [0.810, 0.203, 0.485], [-0.443, 0.321, -0.592], [0.043, -0.240, -0.008], [-0.115, -0.581, -0.554], [-0.311, 0.408, -0.277], [-0.429, 0.264, 0.063], [-0.377, 0.167, -0.427], [0.703, 0.141, -0.678], [-0.373, 0.249, 0.412], [0.338, 0.221, -0.323], [0.602, 0.359, 2.049], [-0.252, -0.444, -0.743], [0.002, -0.491, -1.213], [0.196, 0.128, -0.065], [-0.397, 0.395, 0.072], [0.003, -0.195, 0.489], [-0.343, -0.293, 0.035], [-0.553, 0.233, -0.172], [-0.130, -0.674, 0.635], [0.649, -0.305, -0.324], [-0.196, 0.829, -0.359], [0.014, -0.114, -0.270], [-0.340, 0.203, -0.071], [0.140, -0.222, 0.494], [-0.263, 0.741, 0.646], [-1.558, -0.172, 1.867], [-0.861, -0.636, -0.254], [0.668, 0.296, 0.062], [0.406, 0.245, 0.418], [-0.443, -1.495, -0.802], [0.482, -0.527, 0.185], [0.242, -0.276, -0.744], [0.003, 0.252, 0.105], [0.151, 0.167, 0.460], [0.347, -0.010, -0.262], [0.108, 0.499, -0.550], [0.184, 0.393, -0.453], [-0.033, -0.081, -0.084], [-0.347, 0.196, 0.250], [0.141, -0.190, 0.336], [0.786, 0.594, -1.100], [0.549, 0.581, 0.803], [-0.562, -0.479, 1.406], [0.775, 1.229, -1.516], [-2.409, -2.078, 3.443], [0.342, -0.204, -2.255], [-0.239, -1.357, -1.241], [0.505, -0.327, 0.515], [0.401, 0.132, -0.023], [0.121, 0.167, -0.327], [-0.521, -0.578, 0.310], [0.331, 0.752, 0.124], [-0.172, -0.110, -0.650], [-0.967, 1.138, 0.559], [0.192, 0.458, -0.094], [0.839, -0.301, -0.270], [0.137, 0.000, 0.620], [0.630, 0.882, -1.340]],
  "mulliken_spin": [0.008, -0.061, 0.024, -0.208, -0.024, 0.001, -0.004, -0.003, 0.000, 0.015, 0.016, 0.017, 0.242, -0.001, -0.070, -0.006, 0.007, 0.071, -0.020, 0.226, -0.253, -0.055, -0.012, -0.043, -0.004, 0.013, -0.012, 0.016, 0.075, 0.037, 0.096, -0.019, 0.001, -0.011, -0.106, 0.026, -0.207, -0.200, 0.472, -0.005, 0.060, 0.027, -0.025, 0.037, 0.015, 0.102, -0.076, 0.012, -0.054, 0.001, -0.023, 0.013, -0.017, 0.021, -0.117, 0.059, 0.007, 0.001, 0.001, -0.003, -0.004, 0.004, 0.015, 0.007, 0.056, 0.016, 0.000, -0.003, 0.089, -0.138, 0.396, -0.228, 0.037, -0.007, -0.003, -0.011, -0.011, 0.004, 0.034, 0.003, 0.004, 0.040, 0.018, -0.028, -0.015, -0.083, 0.036, -0.075, -0.052, 0.109, 0.013, -0.025, 0.112, -0.006, 0.001, 0.020, 0.031, -0.007, -0.017, -0.005, -0.019, -0.008, 0.022, 0.042, -0.001, -0.068, -0.029, -0.009, -0.007, 0.007, -0.010, 0.000, 0.012, 0.022, 0.032, 0.003, 0.043, -0.004, -0.011, -0.125, -0.009, -0.198, -0.562, 1.116, 0.009, 0.011, 0.017, -0.038, 0.193, 0.007, 0.269, -0.143, -0.188, 0.118, -0.081, -0.017, -0.033, 0.272, -0.504, -0.082, 0.937, -0.193, 0.116, -0.090, 0.021, 0.046, -0.001, 0.013, -0.216, 0.101, -0.302, 0.053, 0.059],
  "lumo_ev": [2.2, 2.1],
  "spin_multiplicity": 2,
  "molar_mass_g_mol": 802.2,
  "s_squared": 0.751,
  "charge": -1,
  "energy_ha": -2600.540186,
  "e_homo_ha": [0.0248, -0.2627]
}